{"formula": "C6H12N2S", "method": "ωB97M-V/def2-TZVPD", "e_homo_ev": -8.7, "charge": 0, "smiles": "Cc1c[nH]cn1.CCS", "gap_ev": 9.32, "elements": ["H", "H", "H", "H", "H", "H", "C", "H", "C", "C", "H", "C", "C", "H", "H", "N", "S", "C", "H", "N", "H"], "xyz": [[0.888, 0.256, 0.641], [-1.346, 0.945, -0.484], [0.679, 0.936, -3.593], [-3.028, 2.013, 1.187], [1.428, -0.246, 3.027], [-0.634, -2.009, -2.052], [0.123, -1.545, -2.787], [0.930, -0.189, -1.231], [0.542, 0.145, 3.451], [-0.413, 0.401, 2.369], [-0.488, -0.905, -3.495], [1.196, -0.791, -2.160], [-0.059, 0.541, 1.035], [2.010, -1.360, -1.730], [0.817, 1.052, 4.028], [-1.137, 1.136, 0.435], [1.866, 0.444, -3.196], [-2.176, 1.187, 1.383], [0.011, -0.572, 4.129], [-1.805, 0.882, 2.582], [0.595, -2.319, -3.540]]}

{"formula": "C6H12N2S", "method": "ωB97M-V/def2-TZVPD", "e_homo_ev": -8.3, "charge": 0, "smiles": "Cc1c[nH]cn1.CSC", "gap_ev": 8.99, "elements": ["H", "H", "H", "S", "C", "H", "H", "C", "C", "H", "N", "H", "H", "H", "N", "C", "H", "C", "C", "H", "H"], "xyz": [[-1.263, -2.120, 2.124], [-0.503, 0.675, -2.370], [1.385, -1.775, -0.650], [-0.597, -3.187, 0.010], [1.422, 1.827, -0.012], [0.150, -2.093, -1.956], [-0.981, 2.483, -2.085], [-0.984, -1.798, 1.093], [-0.213, 2.380, 1.423], [2.416, 1.618, -0.388], [1.155, 2.322, 1.255], [1.964, 2.476, 1.833], [1.200, -3.358, -1.429], [-1.778, -1.241, 0.606], [-0.818, 2.117, 0.256], [-0.221, 1.675, -2.031], [-0.082, -1.194, 1.210], [0.669, -2.480, -1.077], [0.200, 1.700, -0.600], [-0.846, 2.510, 2.268], [0.628, 2.065, -2.689]]}

{"formula": "C6H12N2S", "method": "ωB97M-V/def2-TZVPD", "e_homo_ev": -7.0, "charge": 0, "gap_ev": 7.15, "elements": ["C", "C", "H", "H", "H", "N", "H", "H", "C", "H", "C", "S", "C", "H", "H", "H", "H", "H", "H", "N", "C"], "xyz": [[2.769, 0.883, 0.324], [-1.404, 0.268, -1.600], [-1.854, 2.263, -1.112], [-0.555, 0.728, -2.095], [2.121, 1.076, 1.211], [0.417, -0.380, 1.407], [1.453, -1.913, 0.425], [-1.728, -1.337, -0.331], [0.938, -1.671, 1.311], [-2.955, 1.033, -0.216], [-1.095, 1.094, 0.604], [2.544, 1.437, -1.119], [-0.892, -0.814, -0.673], [1.698, -2.067, 2.086], [-2.146, -0.184, -2.257], [0.159, -2.407, 1.340], [3.630, 0.210, 0.498], [0.014, -1.433, -1.098], [-0.672, 1.822, 1.363], [-0.415, -0.004, 0.517], [-2.025, 1.396, -0.585]]}

{"formula": "C6H12N2S", "method": "ωB97M-V/def2-TZVPD", "s_squared": 2.009, "e_homo_ev": [-5.9, -8.9], "charge": 0, "gap_ev": [6.59, 7.51], "multiplicity": 3, "elements": ["N", "C", "C", "H", "H", "H", "H", "N", "C", "H", "C", "H", "C", "H", "H", "H", "S", "H", "H", "C", "H"], "xyz": [[0.885, 0.357, 1.540], [-0.882, -1.496, -0.032], [2.231, 0.581, -0.335], [3.153, -0.050, -0.714], [-1.667, 3.099, -0.520], [-1.324, -1.608, -0.945], [1.025, -2.595, -0.697], [1.921, 0.522, 1.003], [-1.020, 2.370, -0.056], [-1.584, -1.484, 0.818], [-1.466, 0.917, 0.113], [-0.132, 2.271, -0.646], [-0.421, -0.101, -0.114], [2.542, 1.546, -0.692], [0.830, -2.322, 1.018], [-2.237, 0.772, -0.659], [0.732, 0.096, -1.445], [-0.888, 2.680, 1.054], [-1.787, 0.589, 1.046], [0.192, -2.557, 0.167], [-0.103, -3.588, 0.096]]}

{"formula": "C6H12N3", "method": "ωB97M-V/def2-TZVPD", "e_homo_ev": -11.8, "charge": 1, "gap_ev": 7.15, "elements": ["H", "C", "H", "H", "H", "H", "H", "C", "C", "N", "H", "N", "H", "H", "C", "C", "N", "C", "H", "H", "H"], "xyz": [[2.254, 1.089, 1.038], [3.035, -0.729, 2.006], [2.993, -2.835, 2.402], [3.884, -0.382, 2.578], [0.249, 0.217, -2.032], [0.909, -2.849, 0.823], [-3.454, 1.151, -0.200], [1.500, -1.986, 1.099], [2.194, 0.022, 1.216], [1.256, -0.771, 0.666], [-2.305, 2.781, -1.153], [-1.611, 0.777, -1.180], [-0.721, -1.145, -1.249], [-0.545, 2.580, -1.155], [-2.799, 0.321, -0.461], [-0.633, -0.116, -1.526], [2.593, -2.016, 1.933], [-1.482, 2.186, -1.548], [-2.497, -0.188, 0.454], [-1.467, 2.281, -2.633], [-3.353, -0.385, -1.079]]}

{"formula": "C6H12N3", "method": "ωB97M-V/def2-TZVPD", "s_squared": 2.010, "e_homo_ev": [-11.1, -13.0], "charge": 1, "gap_ev": [7.78, 7.61], "multiplicity": 3, "elements": ["C", "N", "C", "N", "H", "H", "H", "H", "H", "H", "H", "H", "H", "H", "C", "H", "C", "N", "C", "C", "H"], "xyz": [[0.468, -1.995, -0.322], [-0.587, -0.086, 0.979], [-0.064, 2.247, 0.052], [2.020, 0.851, 0.028], [-1.650, 1.165, -2.107], [0.722, -1.460, -1.279], [-0.590, -2.402, -0.487], [-1.162, -0.429, -1.756], [1.177, -2.844, -0.112], [-2.569, 0.263, -0.816], [0.065, 2.714, 0.999], [-0.362, 3.008, -0.733], [-0.425, 0.383, 1.793], [2.831, -0.725, 1.101], [0.561, -1.053, 0.899], [0.500, -1.664, 1.733], [1.902, -0.243, 0.775], [1.137, 1.486, -0.528], [-0.833, 0.933, -0.087], [-1.617, 0.416, -1.257], [-1.525, -0.568, 1.125]]}

{"formula": "C6H12N3O2", "method": "ωB97M-V/def2-TZVPD", "e_homo_ev": [-13.4, -13.4], "charge": 1, "gap_ev": [7.90, 7.91], "elements": ["H", "O", "H", "C", "N", "H", "H", "C", "H", "O", "H", "H", "C", "C", "H", "H", "N", "C", "H", "C", "H", "N", "H"], "xyz": [[2.127, -1.375, -0.750], [1.606, 2.695, 1.957], [-1.899, 1.408, 1.733], [-1.028, -1.661, 0.116], [1.274, -1.446, -0.153], [0.198, -2.717, -1.375], [-0.060, -1.164, -1.822], [0.185, -1.730, -0.917], [-2.085, -1.735, -0.373], [1.000, -0.115, 2.145], [1.475, 1.144, -1.904], [1.104, 2.832, -1.712], [0.909, 1.668, -0.051], [-1.872, 0.563, 1.002], [-2.711, 0.008, 1.389], [-0.206, 1.514, -1.847], [1.207, 2.397, 0.881], [0.748, 1.830, -1.509], [-2.165, 0.969, 0.012], [0.449, 0.036, 1.089], [-1.073, -2.630, 0.748], [-0.833, -0.401, 0.829], [1.649, -2.091, 0.510]]}

{"formula": "C6H12N3O4P", "method": "ωB97M-V/def2-TZVPD", "e_homo_ev": -9.2, "charge": 0, "smiles": "COP(=O)(OC)[C@@]1(NC=O)CCN=N1", "gap_ev": 9.88, "elements": ["O", "N", "C", "H", "H", "C", "H", "H", "N", "H", "H", "H", "H", "O", "H", "O", "C", "H", "O", "P", "C", "C", "C", "H", "H", "N"], "xyz": [[1.358, -1.304, -0.641], [-1.457, -1.359, 0.594], [-2.661, 1.543, 1.205], [-3.080, -1.727, -1.880], [-1.420, -2.051, -2.397], [-1.137, -0.012, 0.098], [0.802, -1.222, 3.320], [1.934, -1.738, 2.106], [-1.441, 1.074, 0.874], [3.106, 1.688, -0.287], [-2.605, 0.559, -1.500], [-0.745, 1.411, 1.502], [-0.943, 0.214, -2.071], [1.148, 1.249, -0.358], [-2.553, 2.375, 2.051], [-3.694, 1.316, 0.675], [-1.638, -0.012, -1.345], [2.167, 2.245, -1.854], [0.954, -0.102, 1.691], [0.744, -0.218, 0.072], [-1.979, -1.516, -1.618], [2.335, 1.517, -0.993], [0.972, -1.389, 2.267], [2.799, 0.617, -1.531], [0.132, -1.872, 1.795], [-1.721, -2.136, -0.308]]}

Relative energy (zero: lowest compared OMol25 entry of this formula, charge and spin): 42.0 23.5 112.9 0.0 41.0 63.2 167.4 0.0 (kcal per mole)